Below is an isolated molecule of C5H6O, with properties calculated with wB97M-V/def2-TZVPD.

- LUMO level (eV) = 0.89
- gap between HOMO and LUMO (Eh) = 0.3539
- total energy (hartree) = -269.1896
- net charge = 0

Geometry (Å):
C  0.49338  1.89939  0.36754
C  0.64066  0.66872  -0.45426
C  1.48702  -0.45107  -0.37976
C  0.15086  -0.83767  -0.58352
O  -0.47929  0.26109  -1.23691
C  -0.73530  -1.85572  0.04120
H  1.37302  2.03307  0.99839
H  0.38033  2.76426  -0.29461
H  -0.40835  1.83488  0.98540
H  -0.14766  -2.56707  0.62268
H  -1.47510  -1.36372  0.68090
H  -1.27957  -2.38618  -0.74706

Forces on the atoms, in the same order (eV/Å):
0.062 0.020 -0.024
0.235 0.457 0.252
-0.488 0.165 -0.167
-0.090 -0.557 0.174
0.157 -0.032 0.001
0.039 -0.036 -0.027
-0.136 -0.032 -0.091
0.008 -0.124 0.070
0.114 -0.020 -0.096
-0.064 0.129 -0.093
0.101 -0.045 -0.087
0.063 0.075 0.090